DFT (ωB97M-V/def2-TZVPD) results for a structure of composition C17H19CoN6O10P2.

Computed properties:
* expectation value of S²: 0.81
* 2S+1: 2
* energy relative to the best compared isomer or geometry (same formula, charge and spin): 21.3 kcal/mol
* largest force on an atom: 0.63 eV Å⁻¹
* DFT total energy: -103569.1399 eV
* highest occupied orbital energy (alpha / beta): -5.230 / -5.224 eV
* net charge: -1

Positions of all 55 atoms, in Å:
1 Co 0.097669 0.013780 0.029238
2 C -0.807145 -0.379264 -3.911577
3 C -1.726522 -1.173630 -2.996006
4 O -2.692778 -1.918903 -3.763252
5 P -2.679239 -0.089914 -1.870501
6 O -3.280414 1.103669 -2.735615
7 O -3.990618 -0.909847 -1.532559
8 O -1.935838 0.387254 -0.672081
9 P -0.779619 -2.392545 -1.975359
10 O -2.075438 -3.068034 -1.178659
11 O -0.239781 -3.431448 -2.880870
12 O 0.083577 -1.717162 -0.942971
13 H -1.408358 0.157547 -4.643362
14 H -0.135793 -1.063737 -4.431676
15 H -0.216258 0.328679 -3.348904
16 H -2.215974 -2.682926 -4.118620
17 H -2.620435 1.819222 -2.864385
18 H -3.776535 -1.867952 -1.496706
19 H -1.949712 -4.030743 -1.219246
20 O 3.664489 1.465043 1.462438
21 C 2.517428 1.139382 1.175930
22 O 2.068531 0.000656 0.805333
23 C 1.427577 2.203618 1.279226
24 C 1.681454 3.452251 1.814615
25 C 0.645000 4.371396 1.876840
26 C -0.602120 4.018784 1.379573
27 C -0.775408 2.752172 0.856800
28 N 0.215263 1.861660 0.833650
29 H 2.684841 3.662160 2.158084
30 H 0.806927 5.356303 2.299619
31 H -1.428690 4.717320 1.382238
32 H -1.720137 2.423029 0.436377
33 N 0.587437 0.060000 3.433459
34 C -0.461084 -0.764856 3.124741
35 C -1.173607 -1.425141 4.139210
36 C -2.200678 -2.271314 3.797410
37 C -2.507662 -2.455436 2.452032
38 C -1.770692 -1.758094 1.522483
39 N -0.771254 -0.911053 1.833150
40 H 0.970464 -0.026345 4.356920
41 H 1.268729 0.162989 2.694062
42 H -0.883064 -1.272425 5.171930
43 H -2.748464 -2.801612 4.568102
44 H -3.299545 -3.119563 2.128921
45 H -1.978943 -1.868917 0.476345
46 N 2.797874 0.859964 -1.974979
47 C 1.592500 1.397129 -2.247211
48 O 0.558643 1.069421 -1.602716
49 C 1.440513 2.349027 -3.293577
50 C 0.135228 2.886544 -3.485654
51 N -0.927724 3.331622 -3.615839
52 C 2.515862 2.721429 -4.143670
53 N 3.418385 3.024328 -4.803575
54 H 2.876183 0.248588 -1.172262
55 H 3.624417 1.195872 -2.435275

Forces on the atoms, in the same order (eV/Å):
-0.1 0.5 0.3
-0.1 -0.1 -0.1
-0.1 -0.2 0.2
0.2 0.1 0.1
-0.2 0.6 -0.1
0.4 0.0 0.2
0.1 -0.4 0.0
-0.3 -0.3 -0.4
-0.1 -0.1 0.1
0.2 -0.4 -0.2
0.0 0.0 0.0
-0.1 0.1 0.0
-0.1 0.0 0.0
0.0 0.0 0.0
0.0 0.0 0.0
0.1 0.0 0.0
-0.2 -0.1 -0.1
-0.1 0.4 -0.1
-0.2 0.3 0.0
-0.1 -0.2 0.0
-0.1 0.0 -0.2
0.5 0.0 0.1
-0.1 0.1 0.0
-0.1 0.2 0.0
0.0 0.0 0.0
0.1 0.1 0.0
-0.1 -0.2 -0.1
-0.1 -0.4 0.2
0.0 0.0 0.0
0.0 0.0 0.0
0.0 0.0 0.0
0.1 0.0 0.1
-0.2 0.0 0.0
0.3 0.0 0.0
-0.1 0.0 0.1
0.0 0.0 0.0
0.0 0.0 0.0
0.0 0.3 0.2
-0.2 -0.2 -0.5
0.0 0.0 0.1
0.0 -0.2 0.0
0.0 0.0 0.0
0.0 0.0 0.0
0.1 0.1 0.0
0.0 0.0 0.1
-0.1 -0.1 0.1
-0.1 0.1 0.1
0.3 -0.2 0.0
-0.1 0.3 -0.5
0.4 0.1 0.0
0.1 -0.3 0.1
-0.2 0.1 0.2
-0.1 -0.1 0.1
0.0 0.0 0.0
0.0 0.0 0.0